[1]
{
  "formula": "C13H14N2",
  "method": "ωB97M-V/def2-TZVPD",
  "elements": ["N", "N", "C", "C", "C", "C", "C", "C", "C", "C", "C", "C", "C", "C", "C", "H", "H", "H", "H", "H", "H", "H", "H", "H", "H", "H", "H", "H", "H"],
  "xyz": [[-1.363, 1.284, -0.980], [1.013, 2.301, 0.135], [2.145, -0.901, -1.221], [-1.452, -1.032, -2.613], [-0.046, -0.162, 2.435], [-0.190, 0.644, -1.127], [-0.934, -2.356, 1.163], [1.011, 1.077, -0.429], [0.441, 0.805, 3.411], [-0.368, -1.192, 1.881], [1.003, -1.302, -1.971], [-1.345, 2.429, -0.308], [-0.099, 3.010, 0.170], [-0.173, -0.542, -1.926], [2.184, 0.272, -0.476], [-2.334, 3.002, -0.397], [-0.293, -2.508, 0.255], [-1.967, -2.176, 0.838], [1.395, 0.625, 3.789], [-0.979, -3.154, 1.880], [3.025, -1.459, -1.290], [-2.363, -0.339, -2.622], [0.092, 3.932, 0.592], [-0.178, 0.903, 4.258], [0.979, -2.236, -2.603], [3.062, 0.621, 0.063], [0.442, 1.709, 2.852], [-1.588, -1.979, -2.103], [-1.122, -1.273, -3.656]],
  "atomic_forces_ev_per_a": [[0.160, 1.514, 0.624], [0.058, 0.116, 0.358], [-1.043, 1.407, 0.125], [0.838, 0.517, -0.747], [0.020, -2.306, 0.519], [1.220, -0.883, 0.625], [0.642, 1.294, -0.629], [-1.035, -0.396, -1.282], [-0.958, 0.301, -1.720], [-0.609, 1.016, -0.077], [-1.090, 0.313, -0.221], [-0.434, 1.030, -1.154], [-0.434, -3.373, -1.051], [0.321, -0.009, 0.272], [-0.883, -0.341, -0.518], [1.614, -0.729, 0.787], [-0.637, -0.515, 0.875], [0.272, 0.192, 0.008], [1.817, -0.564, 0.229], [0.287, -0.848, -0.111], [1.165, -0.961, -0.056], [1.611, -1.100, 0.289], [-0.642, 2.103, 0.754], [-1.141, 0.077, 0.852], [0.333, 1.059, 0.841], [-0.111, -0.197, -0.182], [0.290, 1.357, 0.089], [-0.940, -0.221, -0.149], [-0.692, 0.148, 0.647]],
  "total_charge": 0,
  "energy_ha": -613.18667
}

---

[2]
{
  "formula": "C5H8HgN2O5S",
  "method": "ωB97M-V/def2-TZVPD",
  "elements": ["Hg", "S", "O", "O", "O", "O", "O", "N", "N", "C", "C", "C", "C", "C", "H", "H", "H", "H", "H", "H", "H", "H"],
  "xyz": [[-2.092, 0.911, 1.932], [-1.878, 1.336, -1.179], [-0.600, 2.009, 0.924], [-1.062, 2.502, -0.263], [-2.664, 0.503, -0.116], [2.563, -0.213, -0.646], [-0.894, 0.217, -1.890], [1.833, 3.006, 1.185], [0.771, -1.395, 0.246], [0.669, 2.701, 1.112], [0.530, 0.464, -1.791], [0.377, -0.824, 1.548], [1.317, -0.421, -0.711], [-0.191, -2.368, -0.323], [0.976, 0.167, -2.821], [-0.776, -0.711, 1.628], [0.937, 0.165, 1.774], [0.210, -2.931, -1.245], [-1.233, -1.914, -0.565], [0.743, -1.558, 2.369], [-0.396, -3.191, 0.466], [0.858, 1.546, -1.634]],
  "atomic_forces_ev_per_a": [[-1.687, -1.867, 2.033], [-1.809, -2.081, -0.395], [6.025, 2.816, 1.462], [-1.197, 0.039, -2.978], [1.635, 1.550, -2.011], [-5.546, -0.577, -0.447], [-0.546, 2.235, 2.087], [-5.638, -1.258, -0.253], [-2.278, 1.763, -0.336], [3.002, -0.669, 0.178], [2.674, -0.918, -1.024], [3.239, -0.588, 0.267], [5.059, 1.079, 0.514], [-1.081, -1.912, 0.194], [-0.814, 0.439, 1.710], [0.105, -0.240, 0.195], [-0.884, -1.645, -0.531], [-0.421, 1.229, 1.413], [1.699, -0.520, 0.300], [-1.245, 1.080, -1.066], [0.476, 1.383, -1.195], [-0.766, -1.340, -0.119]],
  "total_charge": 2,
  "energy_ha": -1231.53514
}

---

[3]
{
  "formula": "C2H12NSi2",
  "method": "ωB97M-V/def2-TZVPD",
  "elements": ["Si", "Si", "N", "C", "C", "H", "H", "H", "H", "H", "H", "H", "H", "H", "H", "H", "H"],
  "xyz": [[1.563, -0.886, 0.031], [-1.633, -0.954, 0.031], [0.057, 0.048, 0.064], [-0.055, 0.869, -1.158], [0.102, 1.037, 1.230], [0.751, 1.681, -1.144], [-1.954, -1.427, -1.447], [1.198, 1.138, 1.401], [-0.419, 0.417, 2.007], [-0.440, 1.915, 0.812], [-1.182, 1.272, -1.147], [1.472, -1.743, 1.336], [-2.439, 0.111, 0.642], [1.808, -1.799, -1.242], [-1.346, -2.196, 0.694], [2.480, 0.272, -0.059], [0.035, 0.246, -2.050]],
  "atomic_forces_ev_per_a": [[1.542, -2.202, -0.112], [0.736, 0.106, -1.741], [-2.054, -0.408, -0.958], [-1.427, 1.521, -0.721], [-0.306, -2.044, -0.490], [-1.391, -0.910, -0.162], [0.398, 1.005, 1.503], [-1.050, 0.751, 0.469], [0.627, 1.573, 0.099], [0.505, -0.383, 1.236], [2.634, -0.174, -0.313], [0.309, 0.948, -1.181], [-0.235, -0.280, -0.054], [-0.711, 1.011, 1.348], [0.053, -0.301, 0.802], [0.228, -0.364, 0.259], [0.141, 0.151, 0.018]],
  "total_charge": 1,
  "energy_ha": -716.81913
}

---

| no. | M (g/mol) |
| --- | --- |
| 1 | 198.3 |
| 2 | 408.8 |
| 3 | 106.3 |